No. 1
The following is a quantum chemistry calculation of a cluster of 11 separate species, C20H64N2O14 in total at a distorted geometry, from the OMol25 dataset.

Last column: Löwdin charge in e.
Geometry (Å):
O  -0.8781  -16.2734  -11.5515  -0.175
O  2.1839  -11.7061  -16.1647  -0.091
O  4.5724  -11.2437  -12.1144  -0.134
O  1.0411  -13.9717  -15.1247  -0.079
O  0.7734  -5.5919  -15.0407  -0.246
O  2.3331  -5.2543  -12.8214  -0.129
O  4.0608  -9.1321  -10.1503  -0.133
O  1.3789  -8.3931  -9.2347  -0.126
O  -1.5981  -11.8111  -9.2617  -0.092
O  2.2764  -13.1006  -9.5787  -0.060
O  -1.7104  -6.6611  -11.0511  -0.131
O  4.2874  -12.7178  -7.6905  -0.069
O  0.3973  -11.5384  -11.2706  -0.127
O  -1.3582  -9.1311  -10.1494  -0.091
N  0.0975  -9.1344  -15.9461  0.044
N  -1.1581  -14.9491  -14.0027  0.031
C  2.8587  -12.3689  -15.0445  -0.183
C  2.9956  -12.1987  -7.4194  -0.217
C  -2.7702  -14.1898  -12.3820  -0.049
C  -0.0118  -6.6343  -15.5998  -0.166
C  1.7752  -13.1255  -14.2756  -0.268
C  0.2876  -4.2423  -15.1773  -0.064
C  2.1776  -7.9245  -16.0207  -0.048
C  -1.2699  -14.3291  -12.6757  -0.365
C  5.5748  -10.9538  -13.0911  -0.130
C  1.8920  -12.9277  -8.2522  -0.209
C  -0.1788  -16.9212  -10.4370  -0.065
C  1.3985  -7.9975  -7.8818  -0.147
C  1.1515  -10.4572  -11.8232  -0.092
C  0.7554  -8.0025  -15.3237  -0.400
C  -1.2386  -6.4639  -12.3962  -0.139
C  -1.4526  -10.7043  -8.3474  -0.199
C  4.9348  -9.1687  -8.9889  -0.106
C  2.6680  -6.3831  -12.0701  -0.170
C  -2.1587  -9.4817  -9.0499  -0.188
C  -0.3193  -15.0305  -11.6088  -0.221
H  3.6359  -13.0420  -15.4064  0.114
H  0.9075  -16.8410  -10.3944  0.088
H  -3.4164  -13.9653  -13.2306  0.074
H  -2.0583  -14.7834  -14.4296  0.081
H  2.7944  -12.1455  -6.3494  0.123
H  0.9184  -12.4523  -8.1334  0.108
H  4.6716  -8.5060  -8.1645  0.082
H  4.9884  -10.1703  -8.5624  0.054
H  -0.5748  -16.4975  -9.5141  0.086
H  0.6674  -3.5701  -14.4078  0.090
H  1.6049  -8.8272  -7.2057  0.066
H  -0.9539  -7.4662  -12.7161  0.065
H  6.5500  -10.6446  -12.7150  0.079
H  -2.1220  -8.6582  -8.3367  0.112
H  -0.4747  -17.9695  -10.3972  0.086
H  3.0062  -11.1602  -7.7502  0.092
H  2.0615  -10.4054  -11.2254  0.068
H  -0.3023  -5.9088  -12.4527  0.064
H  0.7530  -15.0017  -11.8027  0.120
H  5.7877  -11.8336  -13.6983  0.083
H  2.7257  -8.8639  -15.9490  0.057
H  1.0241  -12.4549  -13.8581  0.091
H  -0.9288  -13.3054  -12.8296  0.110
H  -1.0164  -6.6796  -15.1793  0.105
H  -0.4455  -9.0270  -9.8703  0.046
H  0.4447  -3.7813  -16.1524  0.087
H  2.2765  -8.6282  -9.4808  0.032
H  0.4037  -7.6404  -7.6155  0.085
H  -1.0298  -11.6578  -10.0201  0.025
H  -3.2348  -15.1438  -12.1325  0.078
H  -0.5216  -14.5258  -10.6642  0.117
H  1.5509  -12.3405  -16.5089  0.068
H  3.3995  -7.0480  -12.5294  0.076
H  1.7864  -13.9341  -7.8471  0.118
H  5.9738  -8.9582  -9.2425  0.078
H  2.1944  -13.6026  -13.3897  0.110
H  2.0590  -7.7367  -17.0878  0.076
H  0.9810  -12.0102  -10.6720  0.038
H  3.3175  -11.5825  -14.4452  0.085
H  4.9347  -11.9793  -11.6153  0.085
H  -1.4384  -7.5173  -10.7126  -0.001
H  3.2220  -12.9716  -9.6827  0.083
H  4.1939  -9.9221  -10.6792  0.028
H  -2.0172  -6.1214  -13.0779  0.076
H  1.7100  -6.8786  -11.9125  0.060
H  -0.8362  -9.1271  -15.5608  0.067
H  -0.0442  -6.6000  -16.6888  0.124
H  1.9640  -5.6077  -13.6340  0.020
H  -3.1978  -9.7153  -9.2820  0.130
H  5.2194  -10.0857  -13.6463  0.090
H  3.0100  -5.9845  -11.1150  0.083
H  1.3558  -10.5360  -12.8910  0.069
H  -1.2111  -15.9418  -13.8245  0.087
H  2.1448  -7.2490  -7.6155  0.081
H  2.8177  -7.1296  -15.6379  0.063
H  0.5367  -10.0087  -15.6956  0.046
H  0.5684  -9.5454  -11.6941  0.065
H  4.9381  -12.2398  -7.1712  0.088
H  -1.9649  -11.0235  -7.4398  0.113
H  -0.7787  -4.2717  -14.9530  0.082
H  -2.8724  -13.4468  -11.5911  0.077
H  0.3966  -14.5007  -14.6490  0.005
H  0.9354  -8.1830  -14.2639  0.105
H  -0.4279  -10.4977  -8.0385  0.093

Summary:
Spin multiplicity: 1
Total charge: 0
SMILES: COC[C@H](C)N.COC[C@H](C)N.OCCO.OCCO.OCCO.CO.CO.CO.CO.CO.CO
E_HOMO in eV: -8.95
HOMO-LUMO gap in hartree: 0.3224

No. 2
The following is a quantum chemistry calculation of a cluster of 10 separate species, C20H64N4O10 in total at a distorted geometry, from the OMol25 dataset.

Last column: Löwdin charge in e.
Geometry (Å):
O  0.1662  -2.8745  -1.8341  -0.099
O  5.3616  -2.0053  -4.5545  -0.064
O  0.5808  1.4753  -3.6137  -0.295
O  -1.5759  1.2561  -0.1943  -0.074
O  -0.5794  6.3261  -0.5741  -0.206
O  0.3673  -1.3584  3.0821  -0.193
O  -4.5837  -0.9273  -3.5486  -0.103
O  0.3761  -0.1934  -1.4797  -0.096
O  -3.3105  1.2638  1.8655  -0.201
O  4.0274  -1.4090  0.9256  -0.206
N  -0.1810  3.4703  -1.6478  0.029
N  -3.2432  -1.1413  -0.0535  0.058
N  1.6457  -4.1931  0.2309  0.038
N  2.0406  -2.6756  4.9848  0.036
C  1.6752  -0.9532  6.6129  -0.075
C  -1.1838  4.3718  -2.0958  -0.440
C  3.5239  -0.5637  -3.7588  -0.106
C  4.9407  -0.5747  0.2002  -0.094
C  2.5110  -3.2906  0.9866  -0.397
C  -1.5643  5.2873  -0.9132  -0.176
C  -2.3908  3.5154  -2.5820  -0.061
C  -2.1239  -0.6333  -3.7084  -0.107
C  -3.4691  -0.3188  -4.2811  -0.303
C  3.3995  -4.2060  1.8461  -0.072
C  -5.4561  -1.7220  0.6991  -0.052
C  -3.9787  0.0260  1.9319  -0.200
C  4.7195  -1.4783  -3.4520  -0.365
C  1.0583  -1.6556  5.3979  -0.406
C  3.3494  -2.3527  0.0571  -0.161
C  -0.9454  7.0755  0.6127  -0.117
C  -4.3953  -0.5979  0.6046  -0.435
C  0.3699  -0.5909  1.9486  -0.132
C  -2.6693  1.5822  3.0977  -0.085
C  0.8852  -0.6816  4.1904  -0.207
H  -0.2435  0.3025  2.0657  0.067
H  -2.5327  5.7645  -1.0631  0.113
H  -0.0487  0.5276  -1.0152  -0.005
H  -3.6228  0.7490  -4.4368  0.093
H  -2.3974  2.6346  3.0171  0.095
H  2.5775  -0.4006  6.3509  0.077
H  3.7819  0.2725  -4.4086  0.053
H  1.7541  -2.8852  4.0393  0.045
H  6.3094  -2.0633  -4.4135  0.080
H  -0.0381  7.2345  1.1954  0.077
H  2.9132  -4.9428  2.4854  0.075
H  -4.8940  0.1105  2.5177  0.116
H  -2.5464  -0.4567  -0.3100  0.034
H  0.0195  -1.1403  1.0749  0.098
H  -4.8163  0.1666  -0.0485  0.136
H  -3.5404  -0.7675  -5.2719  0.100
H  -0.0672  2.7180  -2.3121  0.016
H  0.1180  -2.1671  5.6037  0.135
H  1.0123  -0.1683  6.9771  0.069
H  0.9987  -4.5290  0.9300  0.091
H  -5.8772  -1.8821  -0.2935  0.071
H  -2.1095  -1.7145  -3.5714  0.078
H  0.5025  1.1568  -4.5129  -0.024
H  -1.5985  6.5375  1.2998  0.070
H  2.6422  -1.7940  -0.5559  0.111
H  5.4656  -0.9285  -2.8782  0.094
H  -3.2825  4.1171  -2.7580  0.066
H  -6.2143  -1.4059  1.4155  0.067
H  1.8625  -2.6376  1.5706  0.107
H  5.2764  0.2869  0.7775  0.086
H  -5.0940  -1.4022  -4.2086  0.061
H  3.9593  -2.9656  -0.6067  0.116
H  -1.6504  4.6908  -0.0049  0.107
H  -1.4469  8.0184  0.3946  0.075
H  2.7380  -1.1482  -4.2371  0.070
H  -1.3911  2.1632  -0.4377  0.004
H  0.2724  -1.9264  -1.7562  -0.049
H  -2.7303  2.8056  -1.8276  0.063
H  -3.3536  -0.6645  2.4981  0.130
H  5.7946  -1.2460  0.1098  0.080
H  -2.2604  2.9848  -3.5252  0.062
H  1.0807  2.2880  -3.6897  -0.038
H  1.8103  -1.6628  7.4292  0.076
H  4.3784  -2.2624  -2.7760  0.088
H  -1.7877  0.9660  3.2744  0.063
H  -4.9715  -2.6671  0.9444  0.076
H  -0.8141  4.9626  -2.9339  0.115
H  -1.2423  -0.3531  -4.2850  0.053
H  1.9051  -0.4065  3.9218  0.126
H  3.0371  -0.0352  -2.9392  0.041
H  0.2859  0.1884  4.4590  0.119
H  4.6006  -0.3796  -0.8168  0.063
H  2.2511  -4.9779  0.0367  0.078
H  4.1204  -4.7586  1.2438  0.076
H  3.9861  -3.5705  2.5096  0.067
H  -1.9037  -0.2980  -2.6949  0.048
H  0.7406  3.8772  -1.5769  0.054
H  1.3686  -0.2020  1.7499  0.095
H  -3.4296  -1.5824  -0.9427  0.070
H  -3.2652  1.4898  4.0058  0.089
H  0.6844  -3.2340  -1.1141  -0.052
H  2.9229  -2.1843  5.0016  0.062
H  0.7943  0.2207  -2.2347  -0.016
H  -2.1415  1.3245  0.5749  0.002

Summary:
Spin multiplicity: 2
Total charge: -1
E_HOMO (alpha / beta) in eV: 0.14 / -6.43
HOMO-LUMO gap (alpha / beta) in hartree: 0.0798 / 0.3208

- What is the total charge in the first record?
  0

- Look up the total charge of the second one.
  -1